[1]
{"formula": "C12H20F2NO14RbS2", "method": "ωB97M-V with the def2-TZVPD basis set", "species": ["Rb", "N", "S", "O", "O", "F", "S", "O", "O", "F", "C", "C", "C", "O", "C", "C", "C", "O", "O", "O", "H", "H", "C", "C", "O", "O", "H", "H", "H", "H", "H", "H", "C", "C", "O", "O", "H", "H", "H", "H", "H", "H", "C", "C", "O", "O", "H", "H", "H", "H", "H", "H"], "xyz": [[-0.526, 0.151, 0.043], [-1.938, -2.191, 3.892], [-2.620, -0.808, 3.720], [-3.116, -0.430, 2.395], [-2.217, 0.191, 4.735], [-3.950, -1.457, 4.376], [-0.337, -1.921, 3.462], [-0.011, -0.702, 2.734], [0.478, -3.113, 3.316], [-0.016, -1.567, 5.045], [0.938, -1.007, -2.941], [1.942, -1.795, -3.467], [2.708, -1.317, -4.755], [3.890, -1.706, -5.095], [2.300, -0.180, -5.451], [1.267, 0.638, -4.774], [0.685, 0.359, -3.406], [0.028, 1.216, -2.817], [0.973, 1.696, -5.298], [2.161, -2.831, -2.787], [0.237, -1.387, -2.213], [3.036, 0.295, -6.082], [0.492, 3.668, 3.415], [-0.684, 2.757, 3.068], [-0.632, 2.475, 1.717], [1.665, 2.828, 3.122], [0.538, 4.043, 4.438], [0.511, 4.653, 2.949], [-1.612, 3.300, 3.247], [-0.833, 1.844, 3.644], [-1.552, 2.346, 1.476], [1.496, 2.504, 2.234], [2.846, 0.934, -0.491], [3.220, -0.224, 0.437], [2.253, -1.280, 0.327], [1.900, 1.726, 0.134], [2.538, 0.636, -1.493], [3.729, 1.544, -0.682], [3.074, 0.143, 1.452], [4.259, -0.536, 0.324], [2.432, -1.706, -0.514], [1.967, 2.643, -0.143], [-3.963, -1.259, -1.605], [-2.959, -2.367, -1.816], [-2.011, -2.243, -0.689], [-3.238, -0.047, -1.211], [-4.556, -1.686, -0.797], [-4.784, -1.055, -2.292], [-2.489, -2.274, -2.795], [-3.518, -3.268, -1.563], [-2.287, -2.751, 0.077], [-3.715, 0.520, -0.601]], "nbo_charge": [0.927, -1.100, 2.427, -0.945, -0.905, -0.519, 2.391, -0.927, -0.873, -0.527, -0.470, 0.373, 0.333, -0.486, -0.162, 0.376, 0.400, -0.636, -0.506, -0.640, 0.211, 0.225, -0.095, -0.101, -0.743, -0.729, 0.184, 0.162, 0.148, 0.220, 0.474, 0.482, -0.097, -0.097, -0.729, -0.749, 0.183, 0.157, 0.200, 0.173, 0.487, 0.487, -0.094, -0.085, -0.748, -0.746, 0.160, 0.180, 0.201, 0.182, 0.486, 0.481], "largest_force_ev_per_a": 4.95, "total_charge": -1, "gap_ha": [0.2704, 0.2062], "multiplicity": 2}

=====

[2]
{"formula": "C6H20N2O2", "method": "ωB97M-V with the def2-TZVPD basis set", "species": ["C", "N", "C", "C", "N", "C", "C", "C", "H", "H", "H", "H", "H", "H", "H", "H", "H", "H", "H", "H", "H", "H", "H", "H", "O", "H", "H", "O", "H", "H"], "xyz": [[-2.033, 2.022, 1.648], [-2.391, 1.082, 0.616], [-1.770, -0.262, 0.417], [-0.397, -0.478, 1.083], [0.771, -0.510, 0.210], [1.369, -1.811, 0.049], [0.423, -2.925, -0.533], [2.585, -1.642, -0.880], [-2.913, 2.217, 2.285], [-1.792, 3.014, 1.269], [-1.303, 1.678, 2.370], [-3.338, 1.071, 0.288], [-2.445, -0.976, 0.902], [-1.799, -0.455, -0.654], [-0.309, 0.294, 1.835], [-0.422, -1.460, 1.545], [0.752, 0.093, -0.596], [1.728, -2.149, 1.020], [-0.291, -2.374, -1.153], [0.942, -3.476, -1.307], [0.029, -3.475, 0.313], [2.352, -1.038, -1.761], [3.413, -1.179, -0.348], [2.883, -2.609, -1.280], [0.187, 2.758, -0.281], [-0.511, 2.111, -0.310], [0.579, 2.578, 0.582], [1.491, 2.772, -2.685], [1.109, 1.903, -2.721], [1.102, 3.229, -1.922]], "nbo_charge": [-0.433, -0.683, -0.226, -0.232, -0.657, -0.029, -0.651, -0.605, 0.189, 0.198, 0.195, 0.378, 0.173, 0.195, 0.185, 0.203, 0.369, 0.177, 0.206, 0.215, 0.213, 0.200, 0.218, 0.204, -0.954, 0.481, 0.478, -0.960, 0.457, 0.497], "largest_force_ev_per_a": 2.18, "de_lowest_kj_mol": 193.53, "smiles": "CNCCNC(C)C.O.O", "gap_ha": 0.3366}

=====

[3]
{"formula": "C35H62BCrF10N3O23", "method": "ωB97M-V with the def2-TZVPD basis set", "species": ["Cr", "B", "F", "F", "F", "F", "C", "C", "C", "O", "H", "H", "H", "H", "H", "H", "H", "C", "C", "O", "C", "O", "C", "F", "F", "F", "H", "H", "H", "H", "H", "C", "C", "O", "C", "O", "C", "F", "F", "F", "H", "H", "H", "H", "H", "C", "O", "C", "O", "O", "C", "H", "H", "H", "H", "H", "H", "C", "O", "C", "O", "O", "C", "H", "H", "H", "H", "H", "H", "C", "O", "C", "O", "O", "C", "H", "H", "H", "H", "H", "H", "C", "O", "C", "O", "O", "C", "H", "H", "H", "H", "H", "H", "C", "O", "C", "O", "O", "C", "H", "H", "H", "H", "H", "H", "C", "O", "C", "O", "O", "C", "H", "H", "H", "H", "H", "H", "C", "C", "N", "H", "H", "H", "C", "C", "N", "H", "H", "H", "C", "C", "N", "H", "H", "H"], "xyz": [[-2.746, -0.119, 0.221], [-0.287, -0.560, 1.036], [-1.010, 0.509, 1.340], [-0.403, -1.504, 2.042], [-0.761, -1.033, -0.139], [1.036, -0.158, 0.889], [-6.139, -0.340, -2.736], [-5.382, 0.575, -1.778], [-6.338, 1.691, -1.283], [-4.679, -0.146, -0.781], [-6.893, -0.981, -2.281], [-5.357, -0.863, -3.286], [-6.564, 0.275, -3.530], [-4.629, 1.178, -2.287], [-7.157, 1.254, -0.712], [-6.719, 2.235, -2.148], [-5.855, 2.420, -0.633], [0.631, 8.920, -0.035], [1.350, 8.253, 1.051], [0.496, 7.212, 1.561], [0.808, 5.862, 1.556], [1.912, 5.452, 1.252], [-0.313, 4.944, 2.308], [-0.380, 3.713, 1.761], [-0.057, 4.753, 3.618], [-1.521, 5.529, 2.119], [1.213, 9.700, -0.525], [-0.278, 9.416, 0.305], [0.322, 8.205, -0.797], [1.542, 8.731, 2.012], [2.316, 7.884, 0.706], [4.346, 1.158, 0.681], [3.997, 1.634, -0.730], [4.947, 0.917, -1.546], [4.898, 1.098, -2.912], [4.021, 1.792, -3.451], [5.926, 0.320, -3.775], [6.438, 1.064, -4.695], [6.981, -0.180, -3.014], [5.305, -0.681, -4.407], [4.813, 0.187, 0.848], [3.357, 1.021, 1.117], [4.800, 1.927, 1.305], [4.181, 2.700, -0.868], [2.986, 1.556, -1.129], [-5.096, 3.459, 2.489], [-4.399, 3.910, 1.268], [-3.548, 3.124, 0.579], [-3.209, 1.973, 0.891], [-3.110, 3.706, -0.480], [-3.414, 5.078, -0.924], [-4.404, 2.803, 3.016], [-6.081, 3.053, 2.261], [-5.240, 4.390, 3.039], [-3.661, 5.759, -0.109], [-4.260, 5.052, -1.611], [-2.632, 5.626, -1.449], [-2.418, -0.688, 4.899], [-3.736, -1.052, 4.479], [-4.155, -0.841, 3.281], [-3.563, -0.362, 2.352], [-5.441, -1.144, 3.338], [-6.299, -0.809, 2.382], [-1.972, 0.021, 4.202], [-1.643, -1.454, 4.870], [-2.403, -0.174, 5.860], [-6.069, -1.420, 1.510], [-6.219, 0.251, 2.139], [-7.249, -1.154, 2.789], [4.437, -3.064, -1.330], [5.631, -2.782, -1.949], [6.279, -3.715, -2.706], [5.918, -4.852, -2.905], [7.423, -3.120, -3.108], [8.377, -3.764, -3.955], [4.070, -2.110, -0.952], [4.687, -3.669, -0.458], [3.646, -3.579, -1.875], [8.514, -3.121, -4.825], [8.022, -4.745, -4.269], [9.270, -4.019, -3.386], [1.413, -1.387, -2.329], [1.295, -2.757, -2.170], [0.137, -3.440, -2.523], [-0.926, -2.910, -2.948], [0.383, -4.761, -2.256], [-0.601, -5.770, -2.476], [2.475, -1.143, -2.307], [0.928, -0.892, -1.488], [1.182, -1.073, -3.347], [-1.523, -5.674, -1.902], [-0.134, -6.653, -2.040], [-0.791, -5.767, -3.549], [-2.407, 0.122, -4.305], [-1.461, 1.093, -3.773], [-1.343, 1.366, -2.445], [-1.959, 0.881, -1.492], [-0.215, 2.131, -2.351], [0.099, 2.747, -1.065], [-3.363, 0.110, -3.782], [-1.915, -0.847, -4.390], [-2.588, 0.401, -5.343], [0.391, 1.926, -0.411], [-0.668, 3.361, -0.592], [0.971, 3.389, -1.184], [-2.147, -4.675, 2.041], [-2.438, -4.676, 0.610], [-2.958, -3.565, -0.019], [-3.014, -2.419, 0.438], [-3.532, -4.050, -1.097], [-4.058, -3.045, -2.018], [-1.265, -4.053, 2.194], [-1.956, -5.687, 2.397], [-3.039, -4.185, 2.432], [-4.592, -3.422, -2.891], [-3.334, -2.324, -2.396], [-4.809, -2.394, -1.570], [7.250, -3.864, 2.059], [6.026, -3.078, 1.985], [4.989, -2.544, 1.964], [7.086, -4.887, 2.399], [7.761, -3.417, 2.912], [7.866, -3.751, 1.167], [1.773, -4.338, 4.072], [0.892, -3.860, 5.152], [0.149, -3.602, 5.987], [2.509, -3.678, 3.613], [1.199, -4.717, 3.227], [2.372, -5.169, 4.444], [2.340, 0.147, 3.854], [3.454, 1.102, 4.126], [4.393, 1.825, 4.325], [2.038, -0.170, 4.852], [2.871, -0.678, 3.378], [1.593, 0.635, 3.228]], "mulliken_spin": [3.822, -0.021, 0.040, -0.002, 0.075, 0.001, -0.002, 0.013, 0.002, 0.014, 0.000, 0.000, 0.000, 0.000, 0.000, 0.000, -0.003, 0.000, 0.000, 0.000, 0.000, 0.000, 0.000, -0.001, 0.000, 0.000, 0.000, 0.000, 0.000, 0.000, 0.000, 0.000, 0.000, 0.000, 0.000, 0.000, 0.000, 0.000, 0.000, 0.000, 0.000, 0.000, 0.000, 0.000, 0.000, 0.000, 0.003, 0.009, 0.050, 0.003, 0.000, 0.000, 0.000, 0.000, 0.000, 0.000, 0.000, -0.001, 0.001, 0.018, -0.068, 0.002, 0.000, 0.001, 0.000, 0.000, 0.001, 0.001, 0.000, 0.000, 0.000, 0.000, 0.000, 0.000, 0.000, 0.000, 0.000, 0.000, 0.000, 0.000, 0.000, -0.004, -0.001, 0.003, 0.002, 0.000, 0.000, 0.000, 0.002, 0.000, 0.000, 0.000, 0.000, -0.003, 0.003, 0.014, -0.030, 0.004, 0.001, 0.001, 0.001, 0.000, 0.000, 0.000, 0.000, 0.000, 0.002, 0.008, 0.027, 0.003, -0.005, -0.001, 0.000, 0.000, 0.000, 0.010, 0.004, 0.000, 0.000, 0.000, 0.000, 0.000, 0.000, 0.000, 0.000, 0.000, 0.000, 0.000, 0.000, 0.000, 0.000, 0.000, 0.000, 0.000, 0.000], "largest_force_ev_per_a": 5.67, "gap_ha": [0.2876, 0.2971], "multiplicity": 5}

=====

[4]
{"formula": "C34H36BrF4IN5PZr", "method": "ωB97M-V with the def2-TZVPD basis set", "species": ["Zr", "F", "C", "C", "F", "C", "F", "C", "P", "C", "C", "C", "C", "C", "C", "C", "C", "C", "C", "C", "C", "C", "Br", "C", "F", "H", "H", "H", "H", "H", "H", "H", "H", "H", "H", "C", "C", "N", "C", "N", "C", "C", "C", "N", "C", "H", "H", "H", "H", "H", "H", "H", "H", "H", "H", "H", "H", "H", "I", "C", "C", "C", "C", "N", "C", "H", "H", "H", "H", "C", "C", "C", "C", "N", "H", "H", "H", "H", "H", "H", "H", "H", "H"], "xyz": [[-0.747, 0.020, -0.080], [5.631, -4.996, 1.169], [4.878, -3.932, 0.973], [5.388, -2.673, 1.190], [6.640, -2.534, 1.591], [4.596, -1.556, 0.973], [5.207, -0.385, 1.152], [3.274, -1.651, 0.556], [2.204, -0.186, 0.309], [2.536, 0.287, -1.414], [3.837, 0.466, -1.883], [4.070, 0.809, -3.207], [3.005, 0.977, -4.085], [1.702, 0.800, -3.643], [1.486, 0.454, -2.320], [2.917, 1.081, 1.390], [2.881, 0.832, 2.761], [3.328, 1.790, 3.659], [3.807, 3.008, 3.191], [3.843, 3.259, 1.826], [3.399, 2.297, 0.923], [2.800, -2.952, 0.319], [1.084, -3.238, -0.396], [3.575, -4.069, 0.521], [3.122, -5.293, 0.288], [4.677, 0.344, -1.206], [5.084, 0.944, -3.558], [3.190, 1.245, -5.118], [0.867, 0.929, -4.320], [0.431, 0.344, -2.057], [2.514, -0.118, 3.142], [3.307, 1.584, 4.721], [4.161, 3.756, 3.889], [4.229, 4.202, 1.459], [3.443, 2.503, -0.139], [-4.383, -2.392, 1.500], [-3.004, -2.290, 2.113], [-2.000, -1.984, 1.050], [-2.334, -2.290, -0.301], [-1.494, -1.746, -1.136], [-1.670, -1.948, -2.582], [-2.400, -3.245, -2.862], [-3.685, -3.274, -2.063], [-3.390, -3.007, -0.642], [-4.375, -3.414, 0.381], [-4.698, -1.422, 1.103], [-5.098, -2.680, 2.269], [-2.724, -3.240, 2.571], [-2.948, -1.519, 2.877], [-1.116, -2.454, 1.248], [-0.685, -1.945, -3.047], [-2.221, -1.088, -2.970], [-1.779, -4.103, -2.594], [-2.627, -3.333, -3.924], [-4.167, -4.249, -2.108], [-4.400, -2.528, -2.417], [-4.136, -4.413, 0.751], [-5.342, -3.463, -0.116], [-0.101, 3.684, 4.425], [0.132, 3.524, 2.394], [0.343, 4.624, 1.576], [0.484, 4.431, 0.208], [0.394, 3.156, -0.309], [0.215, 2.093, 0.481], [0.103, 2.280, 1.791], [0.393, 5.619, 1.999], [0.644, 5.266, -0.460], [0.446, 2.963, -1.372], [0.008, 1.393, 2.417], [-3.295, 3.126, -0.786], [-3.121, 1.642, -0.519], [-3.109, 1.396, 1.009], [-4.275, 0.873, -1.152], [-1.828, 1.121, -1.066], [-4.272, 3.472, -0.441], [-3.217, 3.319, -1.856], [-2.531, 3.722, -0.278], [-4.134, 1.380, 1.384], [-2.552, 2.164, 1.543], [-2.705, 0.405, 1.296], [-5.238, 1.195, -0.746], [-4.180, -0.205, -0.980], [-4.291, 1.033, -2.232]], "nbo_charge": [1.970, -0.251, 0.311, 0.332, -0.262, 0.351, -0.289, -0.427, 0.860, -0.384, -0.118, -0.202, -0.161, -0.194, -0.189, -0.378, -0.218, -0.192, -0.184, -0.211, -0.152, -0.132, 0.163, 0.317, -0.271, 0.223, 0.241, 0.241, 0.236, 0.163, 0.216, 0.236, 0.238, 0.234, 0.219, -0.434, -0.216, -0.691, 0.648, -0.720, -0.225, -0.433, -0.207, -0.391, -0.210, 0.221, 0.262, 0.218, 0.223, 0.429, 0.225, 0.225, 0.222, 0.255, 0.236, 0.215, 0.218, 0.237, 0.271, -0.209, -0.153, -0.217, 0.081, -0.568, 0.004, 0.255, 0.253, 0.233, 0.211, -0.611, 0.092, -0.610, -0.601, -1.025, 0.226, 0.232, 0.207, 0.257, 0.235, 0.154, 0.225, 0.183, 0.233], "largest_force_ev_per_a": 1.94, "de_lowest_kj_mol": 15.67, "total_charge": 2, "gap_ha": 0.2900}

=====

[5]
{"formula": "C2H6OS", "method": "ωB97M-V with the def2-TZVPD basis set", "species": ["C", "C", "O", "H", "H", "H", "H", "S", "H", "H"], "xyz": [[0.934, -2.241, 1.842], [-0.093, -1.155, 1.952], [-0.563, -0.569, 1.014], [1.864, -1.659, 1.789], [0.970, -2.913, 2.690], [0.846, -2.847, 0.936], [-0.542, -0.882, 2.942], [-0.118, 1.887, -2.122], [-1.347, 1.705, -1.664], [-0.120, 0.723, -2.773]], "nbo_charge": [-0.726, 0.431, -0.522, 0.244, 0.224, 0.241, 0.108, -0.283, 0.144, 0.140], "largest_force_ev_per_a": 1.52, "de_lowest_kj_mol": 17.02, "smiles": "CC=O.S", "gap_ha": 0.3843}